1.
Here is C6H13ClN2S2 as an isolated structure at a distorted geometry from the Open Molecules 2025 dataset. Energies are from ωB97M-V/def2-TZVPD.

Results
Frontier orbital gap in eV: 4.81
LUMO level in Ha: 0.020
Maximum force in eV Å⁻¹: 16.07
Multiplicity: 1

Geometry (Å):
1 C -1.6239 -0.7765 0.1139
2 C -2.5080 0.1573 0.9532
3 C 1.1878 1.3937 -0.2589
4 C 2.6508 1.1568 0.1911
5 C 2.9302 0.0387 1.1700
6 C 3.5994 0.4518 -0.7731
7 H -1.7377 -1.9600 -1.5449
8 H -3.1301 -0.9337 -1.2678
9 H -2.9919 -0.5161 1.6630
10 H -1.8582 0.7814 1.5516
11 H -3.0236 1.7399 -0.6525
12 H 0.7004 1.7831 0.6109
13 H 1.0871 2.0713 -1.1237
14 H 3.0226 2.1498 0.4851
15 H 3.5871 0.2898 2.0395
16 H 2.0272 -0.4666 1.5894
17 H 4.3645 -1.1555 0.2386
18 H 4.5773 0.8588 -0.8099
19 H 3.2594 0.2595 -1.8215
20 N -2.1947 -1.3020 -0.9530
21 N 3.4787 -0.7506 0.0573
22 S -0.0272 -1.1109 0.5843
23 S -3.8367 0.9205 0.0710
24 Cl 0.3255 -0.1186 -0.7970

Cartesian forces, eV/Å:
C 0.095 0.992 6.303
C 1.154 -2.529 0.512
C 1.949 0.288 -0.896
C -0.451 1.892 -0.956
C -0.949 -1.032 1.417
C -1.356 -0.972 -1.351
H 0.071 -0.185 -0.192
H 1.739 -0.794 0.622
H -0.672 0.351 0.267
H -0.138 0.619 0.069
H -0.476 -0.152 0.048
H -1.091 -0.018 0.364
H 0.263 -0.129 0.499
H -0.182 -0.203 0.097
H -0.147 -0.068 -0.858
H 0.778 0.551 -0.043
H 0.759 -0.739 0.283
H 1.032 0.614 0.061
H 0.082 0.398 0.676
N -3.599 -1.720 -4.153
N 0.130 0.013 0.089
S -6.325 -7.288 8.771
S 0.088 1.192 -0.395
Cl 7.244 8.918 -11.235

=====

2.
Here is a 2-piece molecular cluster, C6H13F3N2O4S2 overall at a distorted geometry from the Open Molecules 2025 dataset. Energies are from ωB97M-V/def2-TZVPD.

Results
Frontier orbital gap in eV: 8.17
LUMO level in Ha: -0.034
Maximum force in eV Å⁻¹: 3.49
Multiplicity: 1

Geometry (Å):
1 F -1.1236 1.9347 1.6253
2 C -2.3151 1.2552 1.4657
3 C -2.1574 -0.3046 1.5180
4 N -0.7542 -0.7681 1.7505
5 C -0.0660 -0.4775 3.0304
6 C 1.4235 -0.1413 2.5279
7 C 1.3486 0.1450 0.9618
8 C 0.0543 -0.6257 0.4881
9 H -2.7364 1.5714 0.4856
10 H -3.0701 1.5633 2.2214
11 H -2.4483 -0.6887 0.5138
12 H -2.8760 -0.7399 2.2421
13 H -0.8798 -1.7865 1.7943
14 H 0.0586 -1.2905 3.7708
15 H -0.5475 0.3433 3.6055
16 H 1.9129 -1.1388 2.5641
17 H 1.8458 0.6752 3.1357
18 H 2.1613 -0.2779 0.3411
19 H 1.2737 1.2383 0.8205
20 H -0.4279 0.0198 -0.2748
21 H 0.1752 -1.6016 -0.0286
22 N 1.1312 -0.3354 -4.6425
23 S 1.0465 1.2281 -4.4305
24 O 2.0997 1.8283 -3.6522
25 O -0.2704 1.7918 -4.2811
26 F 1.4309 1.6927 -5.9041
27 S 0.8683 -1.1351 -3.3214
28 O 1.2507 -2.5207 -3.4052
29 O -0.3716 -0.8891 -2.6191
30 F 1.9633 -0.5658 -2.3031

Cartesian forces, eV/Å:
F -0.082 -0.374 0.330
C -1.146 -0.003 -0.445
C -0.966 0.695 -0.614
N -2.172 -2.615 -0.288
C 2.362 2.115 0.562
C -0.973 -1.083 -1.106
C -0.653 -0.567 0.627
C 1.646 2.098 -0.707
H 0.396 -0.383 0.533
H 0.826 0.009 -0.181
H 0.331 0.062 0.775
H 0.775 0.217 -0.129
H -0.097 0.245 -0.031
H -0.780 -0.176 -1.003
H 0.222 -0.317 -0.913
H 0.385 0.971 0.673
H 0.208 -0.712 -0.385
H -0.033 0.521 0.777
H -0.155 -0.704 -0.347
H -0.217 -0.497 0.710
H 0.221 0.518 0.747
N -0.096 -0.322 0.852
S -0.071 3.395 -0.821
O -0.524 -0.927 -0.051
O 0.480 -0.927 0.241
F -0.025 -0.758 0.111
S -0.023 -2.063 0.845
O -0.253 0.929 -0.660
O 0.376 0.429 -0.310
F 0.037 0.225 0.208

=====

3.
Here is a 2-piece molecular cluster, C6H13F3N2OSi overall at a distorted geometry from the Open Molecules 2025 dataset. Energies are from ωB97M-V/def2-TZVPD.

Results
Frontier orbital gap (alpha / beta) in eV: 8.88 / 8.38
LUMO level (alpha / beta) in Ha: 0.021 / -0.038
Maximum force in eV Å⁻¹: 4.04
Multiplicity: 3

Geometry (Å):
1 C 0.3658 -1.3947 -1.5271
2 C 0.0918 -2.2895 -2.6516
3 C -0.1399 0.0807 2.9729
4 C 0.4504 2.2290 0.5448
5 C 2.3767 0.2163 1.2222
6 C -2.7925 1.1983 -1.2615
7 N -0.6463 -1.3580 -0.6224
8 N -0.6605 -0.6390 0.4437
9 O 1.2892 -0.6456 -1.3675
10 F -3.7504 0.7923 -0.5072
11 F -3.1125 2.3864 -1.7504
12 F -2.5327 0.3217 -2.2108
13 Si 0.5284 0.3016 1.1700
14 H -0.3483 -1.8003 -3.5972
15 H -0.2914 -3.2966 -2.1881
16 H 1.0932 -2.5737 -2.9979
17 H 0.0039 -0.9454 3.3166
18 H 0.5026 0.8528 3.5171
19 H -1.1836 0.4101 3.0969
20 H 0.7646 2.8519 1.4656
21 H 1.2179 2.5321 -0.2016
22 H -0.3931 2.4722 0.0251
23 H 2.7455 0.9525 1.9028
24 H 2.7614 -0.8057 1.6512
25 H 2.9213 0.3038 0.3062
26 H -1.2616 -2.1531 -0.7519

Cartesian forces, eV/Å:
C -0.340 1.294 -0.091
C 1.036 -2.234 -1.267
C 1.208 2.035 -0.500
C 3.251 -1.154 2.112
C 0.966 -3.544 1.012
C 0.450 0.775 -0.414
N -0.440 -1.300 -0.061
N -1.553 -1.194 -0.290
O 1.362 0.525 -0.427
F -0.927 -0.754 1.072
F 0.354 0.047 -0.326
F 0.106 -0.039 -0.362
Si 0.711 3.480 0.919
H -0.105 -0.957 1.877
H -0.142 1.889 -1.550
H -0.092 -0.047 -0.098
H 0.076 0.240 0.185
H -0.730 -1.300 -0.033
H 0.348 -0.318 -0.203
H -1.211 -0.689 -1.325
H 0.090 -0.917 0.447
H -2.873 1.073 -0.498
H 0.087 0.664 0.594
H -0.691 1.649 -0.551
H -0.079 0.278 -0.745
H -0.862 0.501 0.522

=====

4.
Here is one molecule with the formula C6H13FN2O4S at a distorted geometry from the Open Molecules 2025 dataset. Energies are from ωB97M-V/def2-TZVPD.

Results
Frontier orbital gap in eV: 8.58
Energy above the lowest of the compared OMol25 structures with the same formula, charge and spin in kcal/mol: 61.10
LUMO level in Ha: -0.034
SMILES: NCCCCN(CC(=O)O)S(=O)(=O)F
Maximum force in eV Å⁻¹: 7.29
Multiplicity: 1

Geometry (Å):
1 N -0.3589 1.1356 3.7511
2 C -1.0420 1.4022 2.4471
3 C -0.9512 0.1377 1.4171
4 C -1.0884 0.7590 -0.0533
5 C -1.0234 -0.2945 -1.2480
6 N 0.2811 -0.9858 -1.4537
7 C 1.4743 -0.1499 -1.1835
8 C 1.5661 1.0570 -2.2540
9 O 1.2469 2.2273 -2.0251
10 O 2.1084 0.7046 -3.5302
11 S 0.3747 -2.5444 -0.7571
12 O 1.4035 -3.3024 -1.5701
13 O 0.8262 -2.5857 0.6675
14 F -1.0745 -3.3750 -1.0173
15 H -0.4726 0.1231 3.9351
16 H 0.6459 1.3362 3.6109
17 H -0.5396 2.2914 1.9113
18 H -2.1291 1.7092 2.6172
19 H -1.8391 -0.5343 1.7013
20 H 0.0612 -0.3406 1.6303
21 H -0.3527 1.6232 -0.1234
22 H -2.1374 1.2381 -0.0993
23 H -1.2485 0.2866 -2.2172
24 H -1.9014 -1.0190 -1.1096
25 H 2.3919 -0.8105 -1.4167
26 H 1.6093 0.1908 -0.1087
27 H 2.1692 -0.2799 -3.5218

Cartesian forces, eV/Å:
N -0.072 -0.185 -1.146
C 0.160 0.029 -1.022
C -0.496 1.653 0.642
C -0.669 -0.429 0.788
C -1.607 1.748 -0.133
N -1.803 -0.709 0.933
C 2.082 -0.572 -0.608
C -0.298 2.037 -0.508
O 1.046 -3.788 -0.562
O -1.277 -0.552 2.903
S 6.165 -3.886 0.292
O -3.748 2.385 1.360
O -2.913 0.789 -2.952
F 2.199 2.485 0.576
H 0.338 0.880 0.080
H -0.799 -0.451 0.287
H -0.688 -1.220 1.050
H 1.393 -0.542 -0.192
H 1.549 0.540 -0.685
H -1.471 0.311 -0.519
H -0.795 -1.253 -0.330
H 1.565 -0.713 -0.096
H 0.423 -0.950 1.339
H 1.592 0.730 -0.275
H -1.381 0.904 0.459
H -0.564 -0.072 -1.431
H 0.071 0.832 -0.249

=====

5.
Here is C6H13GdO3 as an isolated structure at a distorted geometry from the Open Molecules 2025 dataset. Energies are from ωB97M-V/def2-TZVPD.

Results
Frontier orbital gap (alpha / beta) in eV: 7.42 / 7.99
Energy above the lowest of the compared OMol25 structures with the same formula, charge and spin in kcal/mol: 66.94
LUMO level (alpha / beta) in Ha: -0.336 / -0.330
Total charge: +2
Maximum force in eV Å⁻¹: 4.66
Multiplicity: 8

Geometry (Å):
1 C 2.9254 1.2918 0.3692
2 O 1.7607 0.5714 0.0055
3 C 1.5548 -0.7055 0.6252
4 C 0.3465 -1.3118 -0.0510
5 O -0.3556 -2.2182 0.7575
6 C -1.6816 -2.2463 0.2535
7 C -2.1839 -0.8232 0.4347
8 O -1.0151 -0.0146 0.2819
9 H 2.8690 2.2587 -0.1418
10 H 2.9195 1.4452 1.4574
11 H 3.8104 0.7386 0.0257
12 H 1.3726 -0.5450 1.6986
13 H 2.4446 -1.2977 0.3677
14 H 0.7336 -1.9916 -0.8363
15 H -2.2640 -2.9274 0.8836
16 H -1.7233 -2.5067 -0.8165
17 H -2.3737 -0.5649 1.4849
18 H -3.0887 -0.6134 -0.1452
19 Gd 0.0203 1.1461 -1.2050
20 C -1.6020 2.1061 0.6586
21 H -1.2309 1.9938 1.6882
22 H -1.3853 3.1722 0.4831
23 H -2.6841 2.0726 0.4555

Cartesian forces, eV/Å:
C 1.115 0.462 0.513
O -0.598 -0.168 -0.287
C -0.046 0.334 0.573
C -0.376 -3.210 3.357
O 0.967 1.366 -0.862
C -0.560 -0.542 0.453
C 0.037 0.435 2.115
O 1.643 -1.385 -3.275
H 0.137 -0.136 0.143
H 0.204 -0.020 -0.342
H -0.178 0.243 0.241
H 0.265 -0.333 -0.273
H -0.259 -0.181 0.523
H -1.154 1.273 -1.584
H 0.212 -0.098 -0.442
H 0.093 -0.187 0.286
H -0.684 -0.819 -0.116
H 0.595 0.343 -0.476
Gd -1.479 1.161 -0.458
C -0.294 3.307 0.716
H -0.438 -0.827 -0.470
H 0.327 -0.094 -0.507
H 0.470 -0.923 0.171

=====

6.
Here is C6H13InNO2 as an isolated structure at a distorted geometry from the Open Molecules 2025 dataset. Energies are from ωB97M-V/def2-TZVPD.

Results
Frontier orbital gap in eV: 7.70
LUMO level in Ha: 0.109
Total charge: -1
Maximum force in eV Å⁻¹: 11.15
Multiplicity: 1

Geometry (Å):
1 C -2.5893 2.4246 1.9878
2 C -3.4173 1.6068 0.8057
3 In -2.3710 -0.4447 0.6489
4 O -0.7236 -0.0957 -0.6692
5 C -1.3351 -0.0758 -2.0394
6 N -2.0324 0.2519 -3.1020
7 H -1.7084 1.7320 2.3887
8 H -3.2579 2.6758 2.9236
9 H -2.0966 3.4101 1.5619
10 H -3.2426 2.1554 -0.2153
11 H -4.5691 1.5005 1.0718
12 H -1.8303 -0.8602 2.3190
13 H -3.4820 -1.7244 0.0003
14 C 2.0446 -1.0652 -0.3718
15 C 3.5442 -0.9444 -0.3213
16 O 4.1046 -0.3186 0.5772
17 C 4.3318 -1.6188 -1.4125
18 H 1.6086 -0.5295 0.4782
19 H 1.6671 -0.6209 -1.2962
20 H 1.7543 -2.1169 -0.3086
21 H 4.0561 -1.1993 -2.3833
22 H 4.1433 -2.6952 -1.3957
23 H 5.4008 -1.4475 -1.2475

Cartesian forces, eV/Å:
C 0.346 -0.340 0.035
C 0.287 0.820 0.299
In -1.909 0.190 0.876
O -2.471 -0.250 -6.561
C -3.473 3.439 -2.545
N 6.152 -3.137 8.751
H -1.775 1.643 -0.688
H 1.268 -0.346 -1.865
H -1.062 -1.879 0.983
H -0.715 -0.922 1.917
H 2.421 0.384 -0.718
H 0.252 0.124 -0.514
H 0.538 0.295 -0.015
C 0.266 0.298 0.408
C 0.288 0.772 1.266
O -0.445 -0.748 -1.100
C 0.548 0.123 0.098
H 0.089 -0.135 -0.293
H -0.084 -0.240 0.082
H -0.079 0.061 -0.232
H -0.106 -0.216 0.016
H -0.123 0.085 -0.185
H -0.212 -0.023 -0.016

=====

Quick rundown of E, same order as above: -1602.1320; -1742.7640; -1010.1303; -1144.8437; -1226.9732; -631.6688 Ha